Formula: C42H98N14O14
Source: the OMol25 dataset
Level of theory: ωB97M-V/def2-TZVPD

Last column: Mulliken charge in e.
Element x y z (Å)
1 C -3.6585 3.4675 -2.2497  -0.095
2 O -3.1592 3.4356 -3.3796  -0.500
3 N -2.8963 3.6409 -1.1127  0.522
4 C -3.5328 3.9175 0.1349  -0.802
5 C -1.4544 3.8587 -1.1780  -0.084
6 H -4.7419 3.3857 -2.0716  0.284
7 H -3.4083 4.9937 0.2551  0.415
8 H -3.0936 3.4322 1.0065  0.041
9 H -4.5727 3.6166 0.0072  0.295
10 H -1.2709 4.7806 -0.6261  0.347
11 H -0.9664 2.9442 -0.8408  0.064
12 H -1.0285 4.0877 -2.1548  -0.375
13 C 2.0811 0.0190 4.4402  0.522
14 O 2.8932 0.2679 3.5409  -0.654
15 N 2.1887 -1.2002 5.0191  0.285
16 C 1.4550 -1.4226 6.2256  -0.848
17 C 3.0840 -2.2730 4.5600  -0.928
18 H 1.3169 0.6525 4.9166  -0.125
19 H 0.7288 -0.6287 6.4000  0.221
20 H 2.0874 -1.6068 7.0940  0.341
21 H 0.7678 -2.2606 6.1087  0.247
22 H 2.4531 -3.1619 4.5680  0.419
23 H 3.3577 -2.1980 3.5077  0.074
24 H 3.8919 -2.3824 5.2834  0.372
25 C -2.8077 0.2113 -3.3189  0.076
26 O -2.2415 -0.5421 -2.5354  -0.367
27 N -4.1054 -0.0957 -3.7178  0.324
28 C -4.8260 0.6169 -4.7340  -1.030
29 C -4.9691 -1.0934 -3.1393  -0.913
30 H -2.3449 1.1186 -3.7370  0.227
31 H -5.7781 0.9987 -4.3655  0.349
32 H -4.9796 0.0141 -5.6290  0.339
33 H -4.2327 1.4871 -5.0148  0.269
34 H -4.4648 -1.9233 -2.6442  0.012
35 H -5.6523 -0.5474 -2.4888  0.325
36 H -5.5792 -1.5834 -3.8980  0.452
37 C 6.3528 1.1288 0.5358  -0.163
38 O 5.6344 1.5390 1.4773  -0.516
39 N 6.0121 0.2246 -0.4103  0.622
40 C 7.0561 -0.3790 -1.2611  -0.915
41 C 4.6529 -0.3546 -0.5152  -1.092
42 H 7.4140 1.3902 0.4025  0.233
43 H 6.6966 -0.3570 -2.2899  0.319
44 H 7.0183 -1.4502 -1.0630  0.303
45 H 8.0602 0.0155 -1.1056  0.298
46 H 4.5762 -1.0963 0.2798  0.668
47 H 3.8698 0.3550 -0.2485  -0.329
48 H 4.3744 -0.6451 -1.5282  0.601
49 C -2.1496 -3.2801 5.7971  0.117
50 O -1.8692 -4.3865 6.2318  -0.605
51 N -1.7229 -2.7787 4.6602  0.382
52 C -2.1977 -1.5400 4.0738  -0.054
53 C -0.9101 -3.6224 3.7556  -1.246
54 H -2.8681 -2.6175 6.3040  0.315
55 H -2.7988 -1.7282 3.1842  -0.086
56 H -1.2683 -1.1063 3.7050  -0.126
57 H -2.6548 -0.8855 4.8160  0.340
58 H -1.4726 -3.9444 2.8792  0.735
59 H -0.1032 -3.0328 3.3204  -0.077
60 H -0.4086 -4.4533 4.2516  0.333
61 C 0.3437 -3.1233 -3.7737  0.320
62 O 0.3958 -4.3018 -3.4813  -0.710
63 N 0.5613 -2.5825 -4.9926  0.154
64 C 0.5092 -1.0670 -5.1261  -0.761
65 C 0.6816 -3.3946 -6.2423  -1.050
66 H 0.1416 -2.3695 -2.9971  0.253
67 H -0.5739 -0.9493 -5.1590  0.414
68 H 1.0710 -0.6068 -5.9389  0.408
69 H 0.7818 -0.4665 -4.2582  -0.078
70 H 1.7141 -3.4012 -6.5916  0.295
71 H 0.1917 -4.3513 -6.0614  0.345
72 H 0.1206 -2.8863 -7.0265  0.358
73 C 3.9354 1.3743 -3.6855  0.072
74 O 4.7171 1.2089 -4.6574  -0.745
75 N 4.1351 2.3016 -2.7228  0.450
76 C 5.3292 3.2859 -2.6599  -0.963
77 C 3.1484 2.5516 -1.6965  0.271
78 H 3.1076 0.7010 -3.4142  0.481
79 H 5.8685 3.1428 -1.7235  0.241
80 H 4.9297 4.2995 -2.6909  0.294
81 H 6.1519 3.1175 -3.3549  0.351
82 H 2.2787 1.9191 -1.8744  -0.541
83 H 3.5882 2.2146 -0.7579  -0.135
84 H 2.8258 3.5559 -1.4219  0.079
85 C 0.6548 -0.0542 -1.3315  0.080
86 O 1.7607 -0.4428 -1.7200  -0.311
87 N 0.0770 -0.4365 -0.1750  1.477
88 C -1.1608 0.1536 0.2601  0.852
89 C 0.7408 -1.4382 0.6700  0.291
90 H -0.0052 0.6062 -1.9149  0.091
91 H -1.8719 -0.6428 0.4796  -0.238
92 H -1.5356 0.7738 -0.5542  -0.879
93 H -1.0566 0.8370 1.1028  -0.428
94 H 1.0480 -1.0194 1.6283  0.187
95 H 0.0594 -2.2703 0.8474  -0.504
96 H 1.7180 -1.7264 0.2824  -0.556
97 C -3.1028 2.1406 5.7767  0.053
98 O -4.3105 1.9761 5.4668  -0.604
99 N -2.1225 2.3763 4.8717  0.378
100 C -0.8983 3.0620 5.1845  -0.640
101 C -2.3233 2.0839 3.4685  -0.559
102 H -2.6443 2.2405 6.7727  0.309
103 H -0.5637 2.9894 6.2193  0.350
104 H -0.9651 4.1161 4.9153  0.344
105 H -0.0393 2.6792 4.6333  -0.022
106 H -2.0569 2.9555 2.8705  0.512
107 H -1.7949 1.2073 3.0937  0.022
108 H -3.3646 1.9245 3.1883  -0.429
109 C 2.9348 -5.7121 1.5053  0.196
110 O 3.4431 -5.7132 2.6314  -0.657
111 N 3.1719 -4.7822 0.6187  0.254
112 C 2.7056 -5.0345 -0.7513  -1.375
113 C 3.9517 -3.5555 0.7634  0.286
114 H 2.2115 -6.4663 1.1586  0.334
115 H 2.1147 -4.2749 -1.2631  0.399
116 H 2.1097 -5.9471 -0.7650  0.339
117 H 3.5917 -5.1257 -1.3794  0.409
118 H 4.5265 -3.4947 -0.1607  0.314
119 H 3.2170 -2.7530 0.8286  -0.616
120 H 4.3515 -3.5103 1.7764  0.365
121 C -3.4794 -5.6422 0.0510  0.194
122 O -3.3740 -6.8119 0.2701  -0.603
123 N -2.3972 -4.8609 0.0508  0.301
124 C -2.5075 -3.6073 -0.6850  -0.787
125 C -1.0609 -5.2303 0.5554  -0.987
126 H -4.4368 -5.1493 -0.1783  0.306
127 H -3.5863 -3.4858 -0.7826  0.071
128 H -2.0940 -3.5528 -1.6920  0.401
129 H -2.1695 -2.7543 -0.0966  -0.034
130 H -0.5608 -5.6545 -0.3153  0.561
131 H -0.5125 -4.3790 0.9588  0.014
132 H -0.9440 -6.0320 1.2846  0.436
133 C 1.6121 2.8469 1.8903  0.087
134 O 0.4052 2.7128 1.5267  -0.431
135 N 2.3133 3.9821 1.6215  0.335
136 C 1.7174 5.2075 0.9702  -0.760
137 C 3.7891 4.0604 1.9932  -0.967
138 H 2.1794 2.0115 2.3290  0.205
139 H 0.6505 5.1263 0.7620  -0.019
140 H 2.3353 5.4921 0.1185  0.329
141 H 1.7534 6.0327 1.6813  0.379
142 H 4.0307 4.8903 2.6573  0.364
143 H 4.1123 3.1534 2.5040  0.326
144 H 4.4606 4.0248 1.1353  0.212
145 C -0.0174 2.8122 -4.7280  -0.289
146 O 0.7660 2.2375 -3.9587  -0.512
147 N -0.1286 4.1272 -4.9140  0.280
148 C -1.1254 4.6835 -5.8318  -1.221
149 C 0.6462 5.1129 -4.0420  -0.919
150 H -0.7274 2.3445 -5.4276  0.466
151 H -0.7428 4.3154 -6.7838  0.481
152 H -1.0618 5.7328 -6.1202  0.387
153 H -2.1611 4.3936 -5.6548  0.316
154 H 1.2410 5.7815 -4.6643  0.391
155 H -0.0219 5.8955 -3.6824  0.454
156 H 1.3218 4.7595 -3.2631  0.073
157 C -5.1781 -2.1463 2.1096  -0.076
158 O -4.6384 -2.9590 1.3563  -0.529
159 N -5.2250 -0.8430 1.7436  0.322
160 C -5.8330 0.2060 2.6038  -0.647
161 C -4.6768 -0.3348 0.4655  -0.313
162 H -5.5196 -2.3289 3.1402  0.279
163 H -5.0270 0.8776 2.8993  0.248
164 H -6.2487 -0.3160 3.4657  0.307
165 H -6.6221 0.7486 2.0832  0.283
166 H -5.4391 0.3329 0.0641  0.532
167 H -3.8360 0.3422 0.6163  -0.062
168 H -4.3414 -1.0733 -0.2627  -0.168

Computed properties:
Relative energy (zero: lowest compared OMol25 entry of this formula, charge and spin) = 1091.0 kJ/mol
Molar mass = 1023.33 Da
Electronic energy = -3478.9305 hartree
HOMO energy = -8.502 eV